# 1
{"formula": "C16H34NO2", "method": "the ωB97M-V functional and the def2-TZVPD basis", "elements": ["C", "C", "C", "C", "C", "C", "C", "C", "C", "C", "N", "H", "H", "H", "H", "H", "H", "H", "H", "H", "H", "H", "H", "H", "H", "H", "H", "H", "H", "H", "H", "H", "H", "C", "C", "O", "C", "H", "H", "H", "H", "H", "H", "C", "C", "O", "C", "H", "H", "H", "H", "H", "H"], "positions_angstrom": [[-2.8647, -4.7111, 0.5949], [-3.1891, -3.3508, -0.1056], [-4.0632, -3.3270, -1.3908], [-2.6455, -2.1982, 0.5173], [-1.5906, -1.3888, -0.2785], [-1.3098, 0.0920, 0.1628], [-1.9739, 0.6067, 1.4770], [-1.5268, -0.1648, 2.7950], [-3.5358, 0.7925, 1.3925], [-3.9834, 1.6654, 0.1867], [-4.1939, 0.8080, -1.0616], [-2.7684, -4.5171, 1.6849], [-1.8954, -5.0389, 0.1482], [-3.6393, -5.4798, 0.3766], [-4.5992, -4.3026, -1.4857], [-3.4180, -3.2553, -2.3066], [-4.8432, -2.5385, -1.3850], [-3.0466, -1.9583, 1.5183], [-1.9390, -1.3692, -1.3502], [-0.6235, -1.9471, -0.2872], [-1.5566, 0.7978, -0.6798], [-0.2036, 0.2031, 0.2961], [-1.5812, 1.6477, 1.6291], [-0.9427, 0.5075, 3.4583], [-2.4184, -0.6022, 3.2931], [-0.8471, -0.9876, 2.4638], [-4.1061, -0.1620, 1.4233], [-3.8191, 1.3541, 2.3184], [-3.3346, 2.5407, -0.0251], [-4.9878, 2.0812, 0.4408], [-3.7658, -0.1196, -0.9272], [-5.1866, 0.6998, -1.2729], [-3.6955, 1.2858, -1.8189], [3.8901, 0.8564, -2.2376], [2.4439, 0.8582, -1.8262], [2.0892, 1.3232, -0.7615], [1.4495, 0.2597, -2.7883], [4.4914, 1.3151, -1.4539], [4.2335, -0.1688, -2.3865], [4.0161, 1.4308, -3.1573], [1.6852, -0.7919, -2.9609], [1.4684, 0.8082, -3.7315], [0.4481, 0.3300, -2.3613], [7.9732, 2.3479, 1.6416], [6.8506, 2.3344, 0.6385], [6.9746, 1.7895, -0.4372], [5.5686, 3.0248, 1.0264], [8.8310, 1.8164, 1.2310], [8.2677, 3.3766, 1.8567], [7.6579, 1.8495, 2.5600], [5.7586, 4.0830, 1.2148], [5.1484, 2.5560, 1.9179], [4.8485, 2.9378, 0.2133]], "forces_ev_per_a": [[-1.70, 1.04, -0.48], [0.04, 0.52, 1.24], [1.60, -0.94, -0.62], [-0.77, -1.04, -1.73], [-1.41, 1.00, -0.30], [0.51, 0.15, 0.16], [0.03, 0.57, 0.39], [0.09, -0.17, -1.32], [0.74, 0.60, 0.40], [-1.21, 0.09, 1.52], [0.83, 0.59, 0.22], [0.19, -0.36, -0.63], [-0.61, 0.25, 0.51], [0.58, 0.35, 0.33], [0.44, 0.74, 0.14], [-0.75, 0.09, 0.48], [0.69, -0.31, 0.12], [1.84, -0.83, 0.13], [0.53, -0.21, 0.64], [-0.84, 0.23, 0.14], [0.21, -0.46, 0.68], [-0.88, 0.07, -0.18], [-0.35, -0.73, -0.39], [-0.62, -0.50, -0.29], [0.76, 0.28, -0.03], [-0.57, 0.47, 0.57], [0.33, 0.57, -0.18], [0.05, -0.43, -0.74], [-0.14, -0.89, -0.07], [0.73, -0.26, -0.39], [-0.06, 0.01, 0.03], [0.19, 0.00, -0.15], [-0.40, -0.42, -0.22], [-0.01, 0.17, 0.32], [0.11, 0.18, 0.33], [-0.11, -0.13, -0.18], [-0.28, 0.05, 0.19], [0.03, -0.06, -0.08], [0.01, 0.05, -0.20], [0.04, -0.19, -0.10], [0.07, 0.06, -0.20], [0.10, -0.17, -0.08], [0.05, 0.00, 0.00], [0.20, -0.16, -0.19], [0.09, -0.15, -0.27], [-0.12, 0.07, 0.13], [-0.13, -0.06, -0.28], [-0.07, 0.03, 0.00], [-0.09, -0.03, 0.18], [-0.01, 0.19, 0.08], [-0.02, -0.05, 0.19], [0.05, 0.16, 0.09], [0.03, 0.01, 0.06]], "mulliken_charge": [-1.196, 0.090, -1.245, 0.052, -0.851, -0.850, 0.479, -1.374, -0.772, -0.832, -0.042, 0.346, 0.267, 0.392, 0.421, 0.258, 0.240, 0.373, 0.295, 0.515, 0.253, 0.362, 0.605, 0.338, 0.359, 0.309, 0.266, 0.433, 0.343, 0.383, -0.034, 0.419, 0.397, -0.798, 0.883, -0.545, -0.807, -0.031, 0.349, 0.330, 0.317, 0.387, -0.077, -1.130, 0.856, -0.542, -0.935, 0.306, 0.322, 0.316, 0.337, 0.294, 0.167], "homo_energy_ev": -10.37, "e_above_lowest_ev": 4.576, "orbital_gap_ev": 7.086, "charge": 1, "total_energy_ha": -834.90914}

# 2
{"formula": "C4H15NO3", "method": "the ωB97M-V functional and the def2-TZVPD basis", "elements": ["N", "C", "C", "C", "C", "O", "H", "H", "H", "H", "H", "H", "H", "H", "H", "H", "H", "O", "H", "H", "O", "H", "H"], "positions_angstrom": [[-0.0920, -0.9267, -2.3210], [1.3026, -0.8850, -1.7504], [1.5215, -1.5693, -0.3964], [0.6358, -1.3737, 0.7580], [0.4703, 0.1161, 1.0075], [1.0591, 0.5163, 2.2277], [-0.7486, -0.4503, -1.6704], [-0.4068, -1.8490, -2.4094], [1.9555, -1.4124, -2.4298], [1.5606, 0.1295, -1.6456], [2.4502, -1.1100, -0.1014], [1.7750, -2.6755, -0.6213], [1.0977, -1.8293, 1.7242], [-0.3874, -1.8664, 0.6219], [-0.6165, 0.4451, 1.0595], [0.8067, 0.8902, 0.2236], [2.0309, 0.3733, 2.1522], [-1.2032, 3.0418, -0.0638], [-1.8849, 2.8996, -0.7019], [-1.2980, 2.4850, 0.6515], [-2.7255, 0.4432, 0.3619], [-2.8912, 0.9381, 1.1451], [-3.4237, -0.2193, 0.3293]], "forces_ev_per_a": [[0.89, 2.09, 1.16], [-2.52, -1.42, 0.12], [1.95, -2.24, -1.56], [-1.79, -0.68, 1.35], [-1.59, 2.54, -0.31], [1.24, -0.01, 0.52], [0.67, -0.42, -0.62], [-0.46, -1.63, -0.14], [0.25, 0.29, -0.44], [0.43, 1.28, -0.29], [0.96, -0.14, 0.26], [-0.55, 1.49, 0.63], [-0.83, 0.69, -1.68], [1.27, 0.60, 0.15], [1.26, -0.93, 0.33], [0.06, -1.73, 0.47], [-1.06, 0.21, 0.13], [1.34, 2.51, -1.81], [-0.69, -0.49, -0.29], [-0.52, -1.94, 2.05], [-0.01, -0.65, -1.05], [-0.33, 0.56, 1.03], [0.02, 0.03, -0.01]], "mulliken_charge": [-0.648, -0.781, -0.363, -0.436, 0.274, -0.571, 0.253, 0.242, 0.367, 0.443, 0.206, 0.313, 0.258, 0.230, -0.387, 0.294, 0.324, -0.603, 0.323, 0.304, -0.595, 0.287, 0.263], "homo_energy_ev": -9.14, "e_above_lowest_ev": 1.739, "orbital_gap_ev": 9.452, "charge": 0, "smiles": "NCCCCO.O.O", "total_energy_ha": -441.81798}